# 1
DFT (ωB97M-V/def2-TZVPD) results for a molecular structure, C24H31AsN4O2Pd.

## Properties
E_LUMO (alpha / beta) = -1.5372 / -1.5639 eV
2S+1 = 1

CARTESIAN COORDINATES (ANGSTROEM)
Pd1 0.337 0.487 -0.777
C1 -4.066 -2.785 -1.509
C2 -3.013 -2.821 -0.606
C3 -2.275 -1.685 -0.353
C4 -2.558 -0.474 -1.004
C5 -3.613 -0.457 -1.931
C6 -4.353 -1.598 -2.166
N1 -1.733 0.593 -0.740
C7 -2.128 1.895 -0.725
C8 -3.449 2.342 -0.590
C9 -3.737 3.691 -0.576
C10 -2.725 4.646 -0.690
C11 -1.406 4.253 -0.757
C12 -1.090 2.886 -0.742
N2 0.165 2.384 -0.718
N3 1.247 3.121 -0.817
C13 2.383 2.451 -0.959
C14 3.634 3.115 -1.011
C15 4.772 2.404 -1.268
C16 4.687 1.021 -1.495
C17 3.452 0.419 -1.394
N4 2.337 1.078 -1.104
H1 -4.651 -3.674 -1.702
H2 -2.784 -3.750 -0.095
H3 -1.470 -1.668 0.369
H4 -3.830 0.450 -2.473
H5 -5.160 -1.572 -2.886
H6 -4.236 1.618 -0.454
H7 -4.762 4.014 -0.473
H8 -2.974 5.697 -0.696
H9 -0.594 4.965 -0.793
H10 3.647 4.179 -0.850
H11 5.731 2.900 -1.308
H12 5.560 0.437 -1.737
H13 3.326 -0.647 -1.559
C18 2.947 -3.013 -0.255
As1 1.009 -2.925 -0.510
C19 0.615 -4.454 -1.669
C20 0.248 -3.306 1.247
O1 0.578 -1.625 -1.396
H14 3.213 -3.938 0.252
H15 3.255 -2.159 0.348
H16 3.434 -2.979 -1.233
H17 0.957 -5.392 -1.239
H18 1.121 -4.280 -2.619
H19 -0.457 -4.493 -1.858
H20 0.870 -4.051 1.737
H21 -0.771 -3.673 1.158
H22 0.273 -2.374 1.807
C21 0.158 -0.532 3.683
C22 0.635 0.393 2.530
C23 1.971 1.058 2.933
C24 -0.442 1.494 2.368
O2 0.778 -0.337 1.375
H23 0.170 0.014 4.623
H24 0.816 -1.394 3.771
H25 -0.857 -0.872 3.487
H26 1.799 1.857 3.647
H27 2.447 1.471 2.045
H28 2.654 0.335 3.376
H29 -0.770 1.854 3.341
H30 -1.299 1.081 1.833
H31 -0.025 2.327 1.805

These are the Löwdin partial charges, in e, on atoms 1 to 8: atom 1 (Pd): 1.079, atom 2 (C): -0.103, atom 3 (C): -0.097, atom 4 (C): -0.048, atom 5 (C): -0.279, atom 6 (C): -0.033, atom 7 (C): -0.092, atom 8 (N): -0.013


# 2
DFT (ωB97M-V/def2-TZVPD) results for a molecular structure, C41H55GeN4Se2Sr.

## Properties
energy relative to the best compared isomer or geometry (same formula, charge and spin) = 2.8 kcal per mole
E_LUMO = -2.2725 eV
total charge = +1
2S+1 = 1

CARTESIAN COORDINATES (ANGSTROEM)
Sr1 0.524 -0.651 -0.161
C1 3.989 0.024 0.221
N1 3.014 -0.344 -0.817
C2 3.356 -1.634 -1.434
C3 3.188 -2.774 -0.467
C4 4.140 -3.775 -0.356
C5 3.916 -4.826 0.520
C6 2.751 -4.835 1.267
C7 1.854 -3.794 1.094
N2 2.054 -2.788 0.245
C8 2.921 0.698 -1.852
C9 2.416 1.981 -1.254
C10 2.960 3.211 -1.589
C11 2.469 4.353 -0.976
C12 1.454 4.225 -0.042
C13 0.962 2.959 0.224
N3 1.424 1.855 -0.365
C14 3.613 -0.467 1.595
C15 4.569 -0.971 2.462
C16 4.193 -1.331 3.747
C17 2.872 -1.163 4.124
C18 1.983 -0.661 3.186
N4 2.329 -0.327 1.942
H1 4.032 1.113 0.281
H2 4.995 -0.320 -0.047
H3 4.384 -1.621 -1.818
H4 2.673 -1.787 -2.278
H5 5.042 -3.729 -0.952
H6 4.643 -5.621 0.620
H7 2.530 -5.629 1.965
H8 0.930 -3.769 1.663
H9 2.211 0.350 -2.614
H10 3.882 0.861 -2.356
H11 3.763 3.266 -2.312
H12 2.881 5.324 -1.216
H13 1.042 5.082 0.472
H14 0.164 2.821 0.942
H15 5.593 -1.080 2.131
H16 4.922 -1.732 4.439
H17 2.526 -1.417 5.116
H18 0.939 -0.523 3.438
C19 -1.642 -3.446 2.773
C20 -1.689 -1.971 2.450
C21 -1.366 -1.001 3.408
C22 -0.827 -1.423 4.757
C23 -1.562 0.358 3.125
C24 -1.296 1.395 4.192
C25 -2.067 0.752 1.876
C26 -2.315 2.210 1.563
C27 -2.405 -0.221 0.924
C28 -3.130 0.145 -0.353
C29 -2.181 -1.576 1.198
C30 -2.577 -2.608 0.169
H19 -1.225 -3.656 3.753
H20 -1.077 -4.019 2.036
H21 -2.654 -3.857 2.758
H22 -0.150 -2.273 4.671
H23 -1.633 -1.718 5.433
H24 -0.273 -0.625 5.244
H25 -0.248 1.711 4.207
H26 -1.536 1.016 5.183
H27 -1.903 2.284 4.047
H28 -3.339 2.500 1.817
H29 -2.174 2.415 0.502
H30 -1.650 2.868 2.119
H31 -2.508 0.031 -1.246
H32 -3.497 1.166 -0.334
H33 -3.992 -0.508 -0.486
H34 -2.439 -2.233 -0.846
H35 -3.635 -2.871 0.274
H36 -2.009 -3.533 0.247
C31 -2.728 6.678 -3.293
Ge1 -2.298 5.114 -2.208
C32 -3.897 4.046 -1.869
C33 -1.555 5.695 -0.492
C34 -0.904 4.076 -3.142
Se1 -0.873 2.161 -2.747
C35 -2.147 1.626 -4.108
H37 -3.449 7.317 -2.783
H38 -3.157 6.374 -4.248
H39 -1.832 7.267 -3.493
H40 -4.496 4.523 -1.092
H41 -3.626 3.045 -1.529
H42 -4.514 3.957 -2.763
H43 -2.310 6.235 0.081
H44 -0.708 6.364 -0.650
H45 -1.222 4.844 0.103
H46 0.074 4.466 -2.858
H47 -0.984 4.175 -4.225
H48 -3.102 2.119 -3.944
H49 -2.255 0.547 -4.028
H50 -1.750 1.879 -5.089
Se2 -0.261 -1.413 -2.926
C36 -0.747 -3.256 -2.671
C37 0.180 -4.219 -2.274
C38 -0.200 -5.539 -2.070
C39 -1.517 -5.928 -2.267
C40 -2.444 -4.982 -2.682
C41 -2.064 -3.663 -2.880
H51 1.216 -3.939 -2.152
H52 0.542 -6.270 -1.769
H53 -1.814 -6.956 -2.111
H54 -3.472 -5.275 -2.860
H55 -2.796 -2.935 -3.209

These are the Löwdin partial charges, in e, on atoms 1 to 8: atom 1 (Sr): 1.176, atom 2 (C): -0.103, atom 3 (N): -0.258, atom 4 (C): -0.144, atom 5 (C): -0.283, atom 6 (C): 0.001, atom 7 (C): -0.033, atom 8 (C): -0.034


# 3
DFT (ωB97M-V/def2-TZVPD) results for C3H7N3O3Si in the gas phase.

## Properties
energy relative to the best compared isomer or geometry (same formula, charge and spin) = 0.0 kcal per mole
SMILES string = C=NO[SiH](CN=O)ON=C
E_LUMO = 0.0218 eV
2S+1 = 1

CARTESIAN COORDINATES (ANGSTROEM)
C1 0.814 -2.119 -0.058
C2 -2.900 0.801 0.296
C3 1.781 2.245 0.292
N1 2.092 -1.637 -0.271
N2 -2.827 -0.437 0.556
N3 0.948 1.733 -0.479
O1 2.687 -1.184 0.727
O2 -1.742 -1.134 0.141
O3 0.123 0.758 -0.023
Si1 -0.347 -0.617 -0.729
H1 0.577 -2.297 0.932
H2 0.498 -2.939 -0.751
H3 -2.095 1.236 -0.344
H4 -3.681 1.413 0.782
H5 2.288 3.067 -0.203
H6 2.100 2.036 1.325
H7 -0.315 -0.925 -2.192

These are the Löwdin partial charges, in e, on atoms 1 to 8: atom 1 (C): -0.245, atom 2 (C): -0.034, atom 3 (C): -0.010, atom 4 (N): -0.139, atom 5 (N): -0.073, atom 6 (N): -0.060, atom 7 (O): -0.061, atom 8 (O): -0.244


# 4
DFT (ωB97M-V/def2-TZVPD) results for a gas-phase ion, CH4ClNO2P (charge -1).

## Properties
energy relative to the best compared isomer or geometry (same formula, charge and spin) = 35.3 kcal per mole
SMILES string = N[P@@](=O)([O-])CCl
E_LUMO = 3.6825 eV
total charge = -1
2S+1 = 1

CARTESIAN COORDINATES (ANGSTROEM)
C1 -1.024 0.592 -0.580
N1 1.396 -0.855 -0.052
O1 -0.274 -0.799 1.816
O2 1.246 1.265 1.350
P1 0.416 0.133 0.913
Cl1 -2.449 1.500 -0.358
H1 -0.519 0.957 -1.431
H2 -1.274 -0.408 -0.916
H3 1.043 -1.784 0.293
H4 1.440 -0.602 -1.036

These are the Löwdin partial charges, in e, on atoms 1 to 8: atom 1 (C): -0.767, atom 2 (N): -0.123, atom 3 (O): -0.410, atom 4 (O): -0.402, atom 5 (P): 0.191, atom 6 (Cl): 0.472, atom 7 (H): -0.024, atom 8 (H): -0.002


# 5
DFT (ωB97M-V/def2-TZVPD) results for 2 unconnected molecules or ions with the total composition C5H17P5.

## Properties
energy relative to the best compared isomer or geometry (same formula, charge and spin) = 0.0 kcal per mole
SMILES string = C=C(CCC)P(P)#[PH2].[PH2]#[PH2]
E_LUMO = 0.7840 eV
2S+1 = 1

CARTESIAN COORDINATES (ANGSTROEM)
C1 1.421 -2.153 -1.215
C2 0.549 0.078 1.785
C3 1.147 -2.454 0.318
C4 -0.325 -1.989 0.685
C5 -0.411 -0.566 1.072
P1 0.466 4.386 -0.141
P2 -1.625 0.369 -1.490
P3 -3.622 -1.045 0.480
P4 1.743 2.723 -0.346
P5 -1.955 0.329 0.645
H1 1.359 -1.047 -1.439
H2 2.487 -2.454 -1.495
H3 0.742 -2.892 -1.721
H4 2.422 3.279 0.793
H5 1.550 -0.193 2.158
H6 0.306 1.177 1.816
H7 1.246 -3.611 0.490
H8 1.845 -1.833 0.955
H9 -0.682 -2.614 1.544
H10 -0.977 -2.054 -0.157
H11 0.099 4.177 -1.441
H12 -0.683 3.703 0.232
H13 -0.662 1.538 -1.134
H14 -2.657 1.456 -1.584
H15 -2.993 -2.221 0.133
H16 -3.824 -1.457 1.753
H17 2.717 3.280 -1.174

These are the Löwdin partial charges, in e, on atoms 1 to 8: atom 1 (C): -0.130, atom 2 (C): -0.051, atom 3 (C): -0.237, atom 4 (C): -0.306, atom 5 (C): -0.655, atom 6 (P): 0.411, atom 7 (P): 0.468, atom 8 (P): 0.490


# 6
DFT (ωB97M-V/def2-TZVPD) results for C4H4O2 in the gas phase.

## Properties
energy relative to the best compared isomer or geometry (same formula, charge and spin) = 74.2 kcal per mole
SMILES string = COc1cc1=O
E_LUMO = 0.6244 eV
2S+1 = 1

CARTESIAN COORDINATES (ANGSTROEM)
C1 -1.405 -0.068 -0.522
C2 -0.355 0.604 0.319
C3 -1.668 1.166 0.264
C4 1.528 -0.678 0.091
O1 -2.449 2.050 0.480
O2 0.863 0.473 0.715
H1 -1.363 -0.826 -1.215
H2 2.530 -0.517 0.169
H3 1.149 -0.669 -0.963
H4 1.169 -1.535 0.663

These are the Löwdin partial charges, in e, on atoms 1 to 8: atom 1 (C): 0.211, atom 2 (C): -0.184, atom 3 (C): -0.413, atom 4 (C): 0.016, atom 5 (O): 0.060, atom 6 (O): -0.018, atom 7 (H): 0.054, atom 8 (H): 0.058